This record from the Open Molecules 2025 dataset describes a 2-piece molecular cluster, C14H16O overall at a distorted geometry. The level of theory is ωB97M-V/def2-TZVPD.

As for the expectation value of S²: 0.769. The value obtained for the total energy is -617.91324 a.u. The calculation puts the HOMO energy (alpha / beta) at -11.760 / -11.752 eV. The largest force on an atom comes out at 5.30 eV/A. The spin multiplicity is 2. Its charge is +1. Its energy relative to the best compared isomer or geometry (same formula, charge and spin) is 321.9 kJ/mol.

Positions of all 31 atoms, in Å:
C: 0.69 1.38 -1.67
C: -2.97 -0.49 -2.80
C: -2.76 -0.14 -1.39
C: -1.96 -0.40 -3.64
C: -1.58 0.44 -0.99
C: -0.65 0.12 -3.25
C: -0.52 0.51 -1.93
H: -3.87 -0.77 -3.29
H: -3.70 -0.47 -0.80
H: -2.14 -0.49 -4.77
H: -1.57 1.10 -0.09
H: 0.03 0.35 -4.14
H: 1.05 2.01 -2.48
H: 1.44 0.77 -1.12
H: 0.26 1.89 -0.77
C: 3.27 0.77 2.37
C: -0.39 -1.19 1.87
C: 0.59 -1.32 0.90
C: -0.33 -0.39 3.07
C: 1.76 -0.64 1.05
C: 0.97 0.22 3.21
C: 1.93 0.16 2.17
O: -1.54 -1.84 1.87
H: 0.45 -2.04 0.12
H: -1.66 -2.61 1.23
H: -1.10 -0.33 3.90
H: 2.40 -0.47 0.04
H: 1.11 0.82 4.15
H: 3.07 1.82 2.59
H: 3.84 0.92 1.53
H: 3.89 0.31 3.04